# C22H24N6O3S

One molecule with the formula C22H24N6O3S (wB97M-V/def2-TZVPD, OMol25).

```
56
Properties=species:S:1:pos:R:3:forces:R:3
N 0.06503 -0.72336 2.58743 0.1 0.1 0.1
C -0.68801 -1.14694 1.56337 -0.2 -0.3 -0.3
N -0.24043 -2.19951 0.87446 -0.1 -0.1 0.2
C -1.02608 -2.58673 -0.11652 -0.1 0.5 0.6
N -0.63588 -3.64761 -0.89780 -0.5 -0.2 -0.3
C 0.60788 -4.23910 -0.96617 0.2 0.0 0.1
O 0.76061 -5.30505 -1.50928 0.1 -0.1 0.0
C 1.70384 -3.42015 -0.37293 0.8 0.1 -0.2
C 2.50564 -3.91989 0.64469 -0.1 0.0 -0.3
C 3.48250 -3.12024 1.21739 -0.1 0.0 0.0
C 3.65391 -1.81604 0.78358 0.1 0.1 0.1
C 2.87787 -1.34056 -0.25780 0.1 0.4 -0.3
S 3.01258 0.37382 -0.76533 -0.3 -0.5 0.4
O 2.76353 0.45421 -2.17505 -0.3 -0.2 0.1
O 4.23870 0.90118 -0.24122 -0.1 -0.1 0.3
N 1.73342 1.02358 0.08018 0.9 -0.2 -0.6
C 2.02997 1.87985 1.20304 0.5 0.3 0.4
C 2.70520 3.21716 0.85016 0.0 0.0 -0.1
C 2.39018 3.71279 -0.56058 -0.1 0.1 0.3
C 0.89851 3.72294 -0.90935 0.1 -0.1 -0.3
C 0.45026 2.41807 -1.56494 -0.1 0.0 0.2
C 0.48192 1.22069 -0.61421 -0.4 0.0 -0.7
C 1.92264 -2.13257 -0.85480 0.1 -0.3 -0.1
N -2.20191 -2.05181 -0.42030 -0.2 -0.1 -0.4
C -2.56400 -1.00670 0.32511 0.7 -0.4 0.2
C -3.84426 -0.36762 0.02660 -0.6 0.3 -0.1
C -4.26919 0.73215 0.77002 0.1 -0.1 -0.1
C -5.48296 1.32894 0.49010 -0.1 0.1 0.0
C -6.28174 0.83578 -0.53021 0.0 0.0 0.0
C -5.86314 -0.25705 -1.27339 -0.1 0.0 0.0
C -4.64999 -0.85821 -0.99935 0.1 0.0 0.1
N -1.83228 -0.50883 1.31535 -0.2 0.3 0.2
H -0.20909 0.10020 3.09032 0.0 0.0 0.0
H 0.96749 -1.13975 2.72503 0.1 0.0 0.0
H -1.37337 -4.06467 -1.45467 0.2 0.0 0.0
H 2.34833 -4.92914 0.99317 0.0 -0.1 0.0
H 4.10159 -3.51224 2.01031 0.1 0.0 0.1
H 4.39184 -1.16062 1.21906 0.1 0.0 0.1
H 1.08331 2.05840 1.72068 0.0 -0.1 -0.1
H 2.68408 1.31388 1.87159 -0.1 0.1 0.2
H 2.39301 3.96376 1.58429 0.0 0.0 0.0
H 3.78585 3.09563 0.92361 0.0 0.1 0.1
H 2.91800 3.08210 -1.27853 0.1 0.2 -0.1
H 2.79566 4.72287 -0.65230 0.1 -0.1 -0.1
H 0.70430 4.53423 -1.61439 -0.1 0.0 0.1
H 0.30326 3.91776 -0.01408 -0.1 0.1 0.1
H -0.57171 2.52167 -1.93780 0.0 0.0 -0.1
H 1.10388 2.20207 -2.41088 -0.1 0.0 0.0
H -0.30447 1.32050 0.14211 0.1 -0.1 0.0
H 0.28813 0.30881 -1.18366 -0.3 0.0 0.0
H 1.35806 -1.74176 -1.68689 -0.2 0.0 -0.1
H -3.63527 1.09850 1.56196 0.0 0.0 0.1
H -5.81155 2.18025 1.06802 0.0 0.1 0.0
H -7.23140 1.30316 -0.74565 -0.1 0.0 0.0
H -6.48704 -0.63958 -2.06763 0.0 0.0 -0.1
H -4.30722 -1.70925 -1.56598 0.0 -0.1 -0.1
```
Positions in Å, forces in eV/Å.

Kohn-Sham gap	9.11	eV
highest occupied orbital energy	-9.212	eV
LUMO level	-0.10	eV
spin multiplicity	1
calculated total energy	-1805.2651	Ha
energy above the lowest of the compared OMol25 structures with the same formula, charge and spin	0.0	kcal/mol
SMILES string	Nc1nc(NC(=O)c2cccc(S(=O)(=O)N3CCCCCC3)c2)nc(-c2ccccc2)n1